# C20H8F11N4O7PdS2

A structure of composition C20H8F11N4O7PdS2 at a distorted geometry (ωB97M-V/def2-TZVPD, the Open Molecules 2025 dataset).

The net charge is +1. As for the spin multiplicity: 5. For the orbital gap (spin up / spin down), the calculation gives 8.6 / 5.8 eV.

Each line ends with the Löwdin spin population.
Element x y z (Å)
Pd 0.632 0.246 -0.017  1.542
O 0.834 -4.010 0.231  0.492
C 0.996 -2.859 -0.146  0.049
N 1.052 -1.790 0.661  0.133
C 0.995 -2.066 1.988  0.028
O 0.785 -3.158 2.472  0.305
C 1.291 -0.843 2.825  0.038
C 1.648 -1.004 4.152  0.004
C 1.927 0.135 4.893  -0.003
C 1.816 1.374 4.288  0.002
C 1.446 1.449 2.950  0.007
N 1.212 0.353 2.240  0.105
C 1.214 -2.512 -1.616  0.049
C 1.307 -3.522 -2.561  0.003
C 1.527 -3.141 -3.877  0.002
C 1.662 -1.798 -4.182  -0.003
C 1.558 -0.857 -3.159  0.004
N 1.325 -1.235 -1.914  0.033
H 1.701 -1.999 4.569  0.001
H 2.221 0.050 5.930  0.000
H 2.011 2.284 4.838  0.001
H 1.354 2.397 2.444  0.001
H 1.210 -4.555 -2.255  0.001
H 1.595 -3.892 -4.653  0.001
H 1.842 -1.468 -5.195  0.000
H 1.671 0.202 -3.345  0.000
F -2.230 4.309 -0.682  0.000
C -2.073 3.005 -0.731  0.000
F -3.052 2.459 -1.442  0.000
F -2.107 2.501 0.508  0.001
S -0.445 2.542 -1.514  0.004
O -0.603 1.144 -1.874  0.015
O -0.158 3.463 -2.555  0.004
N 0.527 2.672 -0.243  0.053
S 2.113 2.596 -0.473  0.011
O 2.790 2.975 0.719  0.002
O 2.425 1.276 -1.020  0.056
C 2.699 3.765 -1.823  0.002
F 2.537 3.193 -3.010  0.001
F 2.089 4.930 -1.760  0.002
F 3.996 3.932 -1.608  0.000
F -6.215 -2.031 -0.042  0.077
C -5.033 -1.553 0.214  0.209
C -4.834 -0.774 1.359  -0.005
F -5.852 -0.530 2.158  -0.014
C -3.592 -0.270 1.641  0.136
F -3.412 0.461 2.711  0.042
C -2.458 -0.516 0.785  0.121
O -1.335 -0.046 1.084  0.345
C -2.735 -1.317 -0.384  0.119
F -1.729 -1.576 -1.187  0.035
C -3.967 -1.825 -0.662  0.003
F -4.176 -2.567 -1.730  -0.011

Atoms 1-2, force components in eV/Å:
Pd 0.3 -0.6 1.7
O -0.1 -0.6 0.6